Molecular formula: C79H183N10O25
Method: DFT, wB97M-V/def2-TZVPD

The geometry in XYZ format:
```
297
Properties=species:S:1:pos:R:3:forces:R:3:lowdin_charge:R:1
C 10.281979 4.582385 -2.280629 0.06 0.19 -0.43 -0.085
C 9.290755 5.738735 -2.074908 -1.18 -1.15 0.21 -0.208
C 7.785794 5.342649 -2.315485 0.68 0.84 -0.18 -0.094
N 6.794191 6.565806 -2.277497 -0.05 -1.40 1.02 -0.217
C 7.080844 7.615442 -3.374878 -0.61 0.56 1.01 -0.057
C 5.913281 8.667472 -3.544190 1.24 -0.83 0.83 -0.151
C 4.569297 8.007855 -3.738333 0.05 -0.33 0.75 -0.168
C 4.310927 7.048869 -2.554821 -0.37 -0.21 0.27 -0.174
C 5.355881 5.947578 -2.441474 1.63 0.78 0.07 -0.096
C 6.951054 7.152795 -0.830012 -0.19 0.61 -1.59 0.051
H 10.275784 4.225734 -3.310610 -0.03 0.12 -0.15 0.075
H 10.197504 3.692754 -1.656512 -0.29 0.38 0.36 0.079
H 11.242204 5.071834 -2.117819 0.23 -0.48 0.04 0.085
H 9.636238 6.511641 -2.761453 -0.37 0.28 0.16 0.109
H 9.388299 6.040747 -1.032133 0.07 0.30 -0.15 0.105
H 7.403670 4.649218 -1.566330 0.27 0.11 0.39 0.101
H 7.661978 4.808742 -3.257674 -0.05 0.43 -0.35 0.126
H 7.336901 7.051534 -4.271843 0.14 0.21 0.06 0.140
H 7.894675 8.159949 -2.896038 0.48 -0.12 -0.89 0.126
H 6.085951 9.461553 -4.270635 0.49 -0.58 -0.49 0.131
H 6.003919 9.237881 -2.619797 -0.72 0.07 0.29 0.107
H 4.581598 7.421187 -4.656900 -0.17 0.16 -0.21 0.123
H 3.836857 8.812860 -3.798326 -0.32 -0.34 -0.07 0.120
H 3.345295 6.543247 -2.557706 -0.18 -0.08 -0.66 0.082
H 4.212858 7.606796 -1.623587 0.50 0.21 0.15 0.109
H 5.417642 5.308976 -3.322654 0.00 0.38 -0.42 0.131
H 5.251172 5.217388 -1.638998 -0.17 0.43 0.45 0.103
H 6.352329 8.063045 -0.862770 -0.52 -0.45 0.70 0.088
H 7.943996 7.539755 -0.601033 0.25 -0.41 -0.71 0.103
H 6.750976 6.381316 -0.086452 -0.56 0.15 -0.23 0.109
C -3.706801 -1.891923 5.339632 0.40 0.52 1.15 -0.083
C -4.778727 -2.996478 5.234989 0.38 -0.31 -1.11 -0.212
C -6.035633 -2.798788 6.085590 0.45 0.73 -0.88 -0.120
N -7.214699 -3.767758 5.890555 -0.11 0.02 -0.07 -0.230
C -8.351920 -3.260882 6.811982 0.69 -1.29 0.03 -0.102
C -9.572585 -4.140754 6.703232 -0.38 -0.17 0.43 -0.173
C -9.999252 -4.524406 5.283216 -0.80 1.05 0.26 -0.169
C -8.890864 -4.958423 4.324318 0.99 0.97 0.16 -0.129
C -7.794709 -3.796668 4.431932 -0.43 -0.94 0.96 -0.054
C -6.739088 -5.166279 6.269652 0.00 0.63 0.14 0.039
H -4.004089 -0.890685 5.027784 -0.63 -0.16 -0.49 0.039
H -2.761628 -2.095181 4.836219 -0.31 -0.51 -0.40 0.066
H -3.333933 -1.667153 6.338908 -0.29 -0.54 0.51 0.087
H -4.349374 -3.987554 5.381680 0.27 0.15 0.42 0.115
H -5.003766 -3.004518 4.168504 -0.52 -0.07 -0.18 0.082
H -6.402360 -1.800662 5.846080 -0.41 -0.01 0.05 0.128
H -5.684533 -2.743788 7.116023 -0.66 -0.53 0.27 0.145
H -8.584194 -2.222416 6.575861 0.29 -0.08 -0.31 0.138
H -7.977456 -3.325432 7.833595 0.21 0.24 -0.05 0.141
H -10.322837 -3.520753 7.193967 -0.50 0.03 -0.38 0.133
H -9.597908 -4.997754 7.376294 0.78 -0.23 -0.10 0.126
H -10.383596 -3.584677 4.886626 -0.16 0.09 -0.42 0.116
H -10.901280 -5.125057 5.400087 0.37 -0.55 -0.47 0.132
H -9.186707 -5.051441 3.279376 -0.44 0.64 -0.01 0.118
H -8.492363 -5.963860 4.459994 0.29 0.17 0.61 0.107
H -8.273100 -2.821971 4.335929 -0.14 -0.06 -0.14 0.124
H -6.991869 -3.843542 3.696173 0.13 -0.35 0.31 0.107
H -6.353363 -5.088802 7.286176 0.52 -0.04 -0.26 0.123
H -6.019067 -5.400464 5.485545 0.23 -0.30 0.52 0.108
H -7.482796 -5.961936 6.313708 -0.36 0.62 -0.30 0.107
C 0.361398 2.952267 2.812587 -0.02 0.78 -0.54 -0.079
C -0.151485 3.685387 1.540439 -0.81 -1.42 1.26 -0.202
C 0.014060 5.194523 1.680580 0.30 0.48 -1.61 -0.110
N -0.414660 6.028125 0.414731 -0.17 -0.77 0.61 -0.201
C -0.243560 7.533605 0.675202 -0.64 -0.21 -1.41 -0.087
C -0.461592 8.329840 -0.665131 0.42 -1.09 1.26 -0.132
C 0.658270 7.911880 -1.616024 -0.04 0.01 0.03 -0.177
C 0.483721 6.426991 -1.982131 -1.51 0.79 -0.42 -0.168
C 0.496526 5.532962 -0.752347 0.20 0.62 -0.18 -0.086
C -1.957301 5.774604 0.239432 2.01 -1.03 -0.96 0.067
H 0.222604 1.874775 2.723932 -0.16 0.07 0.00 0.071
H -0.206051 3.306101 3.673348 0.41 -0.07 0.24 0.056
H 1.435212 3.129347 2.873283 0.04 0.09 0.51 0.074
H -1.204085 3.411704 1.468146 -0.22 0.24 -0.18 0.094
H 0.327720 3.065028 0.783056 0.33 1.19 -0.86 0.099
H 1.065061 5.427232 1.851908 0.04 0.19 -0.05 0.131
H -0.563329 5.636873 2.492407 -0.10 -0.39 0.04 0.110
H 0.766306 7.717100 1.042090 -0.09 -0.09 0.17 0.134
H -1.018966 7.800407 1.393294 0.26 -0.05 0.22 0.131
H -0.552103 9.378352 -0.381345 0.42 0.06 -0.30 0.131
H -1.417635 8.051402 -1.108458 -0.04 0.15 0.03 0.104
H 1.631709 7.980474 -1.130413 0.14 0.37 0.20 0.101
H 0.691711 8.584269 -2.473278 -0.05 -0.31 -0.20 0.127
H 1.185551 6.148520 -2.768259 0.36 -0.40 0.47 0.109
H -0.476467 6.282469 -2.477347 -0.27 0.17 -0.11 0.120
H 1.531789 5.566891 -0.412958 -0.08 -0.11 0.76 0.130
H 0.268691 4.499027 -1.011494 -0.36 0.11 0.29 0.120
H -2.444544 5.850422 1.211512 0.09 0.51 -0.23 0.115
H -2.017378 4.736907 -0.088705 -0.26 0.09 -0.07 0.067
H -2.310867 6.400977 -0.579568 -0.20 0.04 0.56 0.102
C 7.352641 -0.876357 -1.917380 0.62 -0.74 0.53 -0.077
C 6.269934 -1.285001 -0.876395 -0.21 2.32 -0.14 -0.201
C 6.565015 -0.552212 0.494802 -0.80 -1.72 -0.15 -0.080
N 5.453949 -0.565789 1.542378 -2.88 -0.16 1.37 -0.192
C 5.895832 0.186500 2.866509 0.42 -0.35 -0.23 -0.050
C 4.782934 0.403721 3.944541 -0.33 0.47 -2.25 -0.106
C 3.611615 1.199038 3.300933 0.09 -0.42 -0.27 -0.162
C 3.141072 0.535674 1.982825 -0.42 -0.54 1.55 -0.175
C 4.205760 0.209944 0.989957 1.13 -0.10 -0.62 -0.119
C 4.976704 -2.032915 1.984281 2.23 2.01 -1.18 0.094
H 7.090934 -1.285517 -2.893192 -0.23 0.47 -0.13 0.049
H 8.369360 -1.244311 -1.779539 -0.07 -0.41 0.58 0.084
H 7.511777 0.201898 -1.905910 -0.49 0.09 -0.33 0.082
H 5.969457 -2.332698 -0.888678 0.55 -0.07 0.45 0.100
H 5.423433 -0.741310 -1.295847 -0.60 -0.19 0.09 0.072
H 6.706646 0.512797 0.310979 0.72 -0.11 0.01 0.119
H 7.393340 -1.105998 0.936713 0.30 0.70 0.27 0.145
H 6.400814 1.080085 2.499617 -0.35 0.42 0.19 0.113
H 6.682364 -0.408445 3.330744 0.02 -0.29 -0.30 0.133
H 5.172573 0.997611 4.771320 0.32 -0.35 -0.06 0.133
H 4.438943 -0.573543 4.283273 -0.07 0.16 0.37 0.102
H 3.899172 2.228752 3.088598 0.44 0.08 -0.05 0.106
H 2.797876 1.286012 4.020917 -0.19 -0.29 -0.04 0.094
H 2.361215 1.106407 1.478646 0.17 0.46 -0.18 0.085
H 2.623182 -0.400705 2.190400 -0.08 -0.21 0.43 0.102
H 4.568175 1.122809 0.517268 0.48 -0.04 0.25 0.099
H 3.713815 -0.373703 0.211853 0.47 -0.40 -0.08 0.098
H 5.900726 -2.369955 2.454056 -0.42 -0.46 0.38 0.109
H 4.888240 -2.562790 1.035853 -0.65 -0.09 0.32 0.071
H 4.127699 -1.977367 2.665605 0.14 -0.17 -0.32 0.097
C 3.461355 -7.307862 -3.449061 -0.66 1.81 0.08 -0.046
C 3.210239 -5.986314 -4.255696 -0.06 -1.38 -0.93 -0.220
C 4.236390 -4.893882 -4.020302 -0.01 1.87 0.29 -0.091
N 4.048279 -3.627431 -4.911961 -0.87 0.10 0.40 -0.205
C 4.570726 -4.022834 -6.312992 0.00 1.55 1.86 0.073
C 4.655878 -2.282208 -4.328786 1.05 -2.29 0.37 -0.077
C 3.920705 -1.205565 -5.014946 2.03 1.44 -1.03 -0.189
C 2.665145 -1.756193 -5.541168 -2.12 0.19 -0.21 -0.157
C 2.573931 -3.162354 -5.022288 -0.04 -1.70 0.13 -0.107
H 4.410579 -7.779383 -3.703501 -0.06 0.15 0.24 0.091
H 2.642396 -7.996498 -3.656842 0.19 -0.02 -0.01 0.057
H 3.373700 -6.961523 -2.419270 0.43 -0.76 0.37 0.075
H 2.189376 -5.622224 -4.140039 0.08 0.20 0.82 0.080
H 3.129428 -6.355374 -5.278120 0.71 0.46 -0.51 0.111
H 5.294715 -5.137304 -4.114052 -0.16 -0.54 -0.41 0.138
H 4.195530 -4.455354 -3.023246 -0.52 -0.39 0.33 0.121
H 3.819990 -4.734629 -6.656285 0.59 0.14 -0.51 0.109
H 5.583974 -4.387313 -6.143924 -0.25 -0.42 -0.32 0.112
H 4.668469 -3.076617 -6.845182 -0.38 -0.39 -0.57 0.107
H 5.730708 -2.339635 -4.500662 -0.05 0.17 -0.22 0.129
H 4.540415 -2.163729 -3.251411 -0.40 -0.98 0.14 0.116
H 4.566072 -0.905357 -5.840455 -0.16 0.66 0.00 0.130
H 3.732235 -0.357478 -4.356654 0.36 -0.03 -0.05 0.112
H 2.562534 -1.697788 -6.624759 0.20 -0.16 0.03 0.134
H 1.896359 -1.092521 -5.145423 -0.62 -0.57 -0.12 0.116
H 1.985334 -3.859738 -5.618369 0.38 0.13 -0.55 0.130
H 2.097712 -3.339832 -4.058018 0.36 0.74 0.46 0.106
C -6.256750 -5.302774 -0.554149 -0.83 -0.92 1.55 -0.107
O -5.440438 -4.176342 -0.200013 -0.07 0.54 -3.00 -0.193
C -5.298963 -3.410375 -1.468799 0.42 0.49 1.39 -0.161
C -4.725481 -2.022564 -1.207957 -1.03 -0.29 0.18 -0.062
N -5.616912 -1.167710 -0.277193 1.78 -0.88 1.60 0.110
H -5.350897 -0.193806 -0.306309 0.14 1.25 -1.51 0.107
H -6.619528 -1.269056 -0.344982 -0.28 -0.16 -0.71 0.177
C -5.266076 -1.365049 1.192140 -0.61 0.78 -0.09 -0.080
C -5.951420 -0.244330 2.019220 1.10 0.25 -0.69 -0.158
O -5.537677 1.083433 1.544924 -0.87 -1.65 1.17 -0.221
C -6.087139 2.123795 2.401129 0.89 0.25 -0.89 -0.058
H -7.309924 -5.022613 -0.575128 -0.11 0.24 -0.04 0.090
H -6.152199 -6.036888 0.244756 0.03 0.12 0.17 0.090
H -6.097201 -5.893707 -1.456061 0.86 0.69 -0.42 0.100
H -6.247487 -3.322164 -1.998540 -0.21 -0.24 0.17 0.107
H -4.565581 -3.869510 -2.131701 -0.06 -0.32 -0.06 0.121
H -4.630385 -1.485614 -2.151755 0.13 0.05 0.16 0.120
H -3.754277 -2.157996 -0.731997 -0.08 0.48 0.05 0.116
H -4.182831 -1.254606 1.241953 -0.10 -0.13 0.09 0.107
H -5.589271 -2.361571 1.493114 0.15 0.09 0.08 0.120
H -5.590560 -0.375434 3.039362 -0.12 0.02 0.24 0.104
H -7.032873 -0.379706 2.004222 -0.20 0.27 -0.06 0.133
H -5.352352 2.925789 2.330554 -0.14 0.18 -0.03 0.084
H -6.124919 1.847616 3.454884 -0.30 -0.33 -0.09 0.087
H -7.029978 2.492744 1.997333 -0.13 -0.23 0.28 0.105
C 0.311287 -6.597807 1.758787 -1.15 0.52 -0.09 -0.012
O -0.396108 -6.621779 0.431358 0.72 0.01 1.71 -0.203
C -1.433111 -5.653852 0.172287 1.82 -0.64 -0.41 -0.180
C -1.836121 -5.967043 -1.259332 -0.97 0.17 -0.39 -0.077
N -0.635491 -5.928930 -2.193253 -0.54 -1.15 0.10 0.122
H -0.167834 -5.033761 -2.185009 0.27 1.12 -0.12 0.106
H -0.079159 -6.495674 -1.569242 1.30 -0.66 -0.12 0.136
C -0.699523 -6.549502 -3.636284 -1.28 1.05 0.97 -0.041
C -0.501473 -8.043030 -3.639805 -0.17 -0.67 -0.03 -0.192
O -1.486559 -8.667309 -2.819228 -0.52 1.03 -0.29 -0.194
C -1.320755 -10.026515 -2.458016 1.55 -0.39 0.26 -0.072
H -0.353429 -6.868045 2.579296 -0.57 0.02 -0.27 0.084
H 0.696710 -5.612275 2.020072 0.01 0.20 -0.50 0.073
H 1.127181 -7.308147 1.892291 -0.07 -0.10 -1.19 0.094
H -1.019003 -4.645811 0.194126 0.18 0.22 0.19 0.097
H -2.287572 -5.680917 0.848516 -0.08 -0.38 0.03 0.131
H -2.607937 -5.246788 -1.530696 0.09 -0.11 -0.54 0.118
H -2.184956 -6.997151 -1.332058 -0.22 0.17 -0.03 0.129
H -0.027313 -5.974774 -4.273410 0.42 -0.29 0.34 0.113
H -1.666710 -6.237892 -4.030678 -0.24 -0.26 0.17 0.127
H 0.537340 -8.259767 -3.390816 0.08 -0.32 0.82 0.104
H -0.563504 -8.420545 -4.660465 -0.30 0.19 -0.32 0.143
H -1.303726 -10.760257 -3.263889 -0.10 0.39 -0.51 0.096
H -2.055957 -10.397276 -1.743797 -0.24 0.75 -0.06 0.097
H -0.343086 -10.052922 -1.976806 0.13 -0.56 0.24 0.090
C 0.377042 6.611624 4.791401 -0.11 0.47 0.57 -0.086
O -0.839789 6.327683 5.517487 0.79 -0.76 -0.42 -0.180
C -0.568332 5.815443 6.837950 -1.14 0.99 -0.59 -0.179
C -0.147528 4.373161 6.899395 0.58 -0.07 0.65 -0.094
N -1.293108 3.462775 6.483382 0.66 -1.10 0.32 0.094
H -2.009820 3.493779 7.194337 -0.09 0.25 0.74 0.173
H -1.814509 3.800601 5.687067 0.44 0.05 -1.06 0.162
C -0.852211 1.966473 6.404758 0.37 0.77 0.69 -0.034
C -1.759298 1.064343 5.596509 1.21 -0.68 1.39 -0.251
O -1.739531 1.476742 4.316745 -1.04 1.22 -2.71 -0.197
C -2.960238 1.269726 3.596648 1.14 0.89 -0.52 -0.052
H 0.873785 5.709927 4.433210 0.02 -0.11 0.04 0.072
H 1.063579 7.196739 5.403289 0.15 -0.25 0.38 0.102
H 0.207627 7.295107 3.959385 -0.66 -0.29 -0.09 0.083
H -1.534745 5.855935 7.340453 -0.06 0.46 0.18 0.135
H 0.098638 6.549106 7.290681 0.28 -0.59 0.53 0.146
H 0.101932 4.029853 7.903398 -0.35 0.44 0.37 0.150
H 0.826419 4.222084 6.433881 -0.52 -0.58 -1.08 0.138
H -0.804835 1.596948 7.429112 -0.14 0.20 0.13 0.149
H 0.190675 2.060816 6.102100 -0.21 -0.54 -0.61 0.131
H -2.757443 1.007534 6.030763 -0.23 0.09 0.16 0.128
H -1.310410 0.071076 5.592388 0.02 -0.40 0.88 0.141
H -2.935886 1.981200 2.771235 -0.21 0.34 0.13 0.084
H -3.770086 1.502673 4.288018 -0.44 -0.42 -0.37 0.092
H -2.979583 0.325543 3.052362 -0.24 -0.54 0.68 0.085
C -1.049750 2.040409 -5.678963 0.16 0.10 -0.49 -0.103
O -2.205823 1.714952 -6.420441 -1.13 -0.03 0.47 -0.170
C -3.362073 1.683834 -5.569146 0.42 -0.10 0.15 -0.165
C -3.380263 0.440126 -4.670142 -1.05 -1.19 -0.05 -0.064
N -3.400473 -0.871365 -5.513897 -0.50 1.54 -0.52 0.095
H -2.642059 -0.774088 -6.173787 0.50 -0.28 -0.24 0.160
H -3.272594 -1.706578 -4.960568 0.54 -0.46 0.68 0.102
C -4.658893 -1.120447 -6.343605 0.01 -0.01 0.74 -0.033
C -5.784525 -1.802612 -5.509761 1.25 -1.23 -2.90 -0.245
O -6.261543 -1.026154 -4.517749 -0.53 1.17 2.19 -0.169
C -7.479446 -1.469483 -3.933271 -0.69 -0.10 -0.48 -0.071
H -1.091368 2.950707 -5.080868 -0.68 0.24 0.04 0.090
H -0.300838 2.246334 -6.443704 0.39 -0.59 0.30 0.102
H -0.864847 1.226515 -4.977903 0.78 -0.12 -0.08 0.065
H -4.274639 1.757213 -6.160690 0.26 -0.13 -0.30 0.127
H -3.328991 2.588263 -4.961672 -0.20 -0.17 0.46 0.127
H -4.293550 0.285775 -4.095537 -0.07 0.87 0.07 0.110
H -2.582083 0.395936 -3.929152 0.18 -0.13 -0.35 0.103
H -4.335756 -1.787955 -7.142428 -0.20 -0.17 0.12 0.144
H -4.909078 -0.169427 -6.813793 -0.37 -0.12 0.24 0.128
H -5.440480 -2.798984 -5.232323 0.64 -0.12 0.90 0.131
H -6.521985 -2.140539 -6.237802 -0.62 0.66 -0.35 0.139
H -7.507969 -2.531466 -3.689383 0.42 -0.24 -0.10 0.082
H -8.303229 -1.301354 -4.626966 -0.06 0.02 -0.15 0.105
H -7.744003 -0.928201 -3.024905 0.55 0.35 -0.08 0.087
C -0.031883 -1.923782 3.012740 0.89 0.23 0.95 -0.088
O -0.317416 -1.050888 1.992892 -0.57 1.45 -4.06 -0.219
C -1.087722 -1.561440 0.858443 0.47 -0.46 2.45 -0.155
C -1.067003 -0.651446 -0.334317 0.72 0.81 -0.38 -0.042
N 0.352067 -0.107789 -0.652080 -1.60 0.84 -0.41 0.129
H 0.674353 0.383677 0.169323 -0.10 0.80 0.31 0.131
H 1.089392 -0.794033 -0.726303 0.62 -1.89 -0.46 0.098
C 0.398281 0.725325 -1.930582 -0.61 0.03 -0.18 -0.080
C 1.771561 1.195713 -2.249922 1.54 0.02 0.68 -0.207
O 2.135185 1.991469 -1.111520 0.94 0.26 -0.54 -0.220
C 3.450207 2.629536 -1.249423 -1.36 -0.42 0.70 -0.053
H -0.928284 -2.088983 3.610458 0.14 -0.51 0.26 0.079
H 0.692615 -1.301734 3.538340 0.01 -0.68 0.95 0.095
H 0.487011 -2.823277 2.681442 -0.27 -0.28 0.09 0.103
H -2.055206 -1.689270 1.343973 -0.85 0.25 -0.79 0.105
H -0.830085 -2.590391 0.607492 0.76 0.05 -0.16 0.104
H -1.679950 0.242416 -0.218539 0.02 0.09 0.13 0.124
H -1.453177 -1.172893 -1.210132 0.27 -0.13 -0.17 0.112
H -0.124233 1.681804 -1.915427 -0.97 -0.40 0.92 0.118
H -0.087318 0.122957 -2.698351 0.27 -0.12 -0.03 0.131
H 1.838916 1.785258 -3.164251 -0.57 0.22 -0.16 0.134
H 2.512092 0.410101 -2.400022 0.09 -0.45 0.27 0.111
H 4.214384 1.882700 -1.464806 0.04 0.12 -0.26 0.089
H 3.664723 3.064716 -0.273367 0.06 -0.04 -0.17 0.072
H 3.392547 3.427041 -1.990207 0.13 -0.11 -0.25 0.084
O 2.475295 -4.316596 -0.473355 0.47 -0.26 0.38 0.119
C 1.914003 -3.224006 -1.007655 -1.27 -1.35 -1.01 -0.902
O 0.956127 -3.355130 -1.740665 -3.10 -1.71 -2.07 0.004
O 2.376974 -2.139780 -0.765877 2.72 4.28 1.90 0.000
H 3.128503 -3.857255 0.059502 0.72 -0.69 0.69 0.092
O -0.423612 -3.349401 -4.306298 3.14 0.77 0.07 0.077
C -1.725161 -3.250012 -4.232319 -1.27 -2.11 0.33 -0.973
O -2.333936 -3.898547 -5.031942 -2.84 -0.85 -2.79 0.046
O -2.130085 -2.686482 -3.199507 -1.41 2.17 1.75 -0.044
H -0.359281 -2.868720 -3.477800 2.29 0.34 1.01 0.057
O -3.605442 2.946196 -0.180311 -0.52 2.30 2.12 0.102
C -3.396665 2.301109 -1.282440 3.45 -2.83 -4.28 -0.884
O -3.989317 1.208069 -1.373627 -2.22 -1.97 0.42 -0.051
O -2.508441 2.588790 -2.116067 0.19 1.71 0.68 -0.036
H -4.331648 2.371613 0.072832 -0.79 0.03 1.41 0.075
O 5.860918 3.585872 0.456612 -4.05 1.30 -3.89 0.064
C 6.971518 3.349875 1.042729 8.19 -3.75 -1.24 -1.012
O 6.901994 3.441703 2.244706 -0.84 0.94 4.93 0.018
O 7.990601 2.952243 0.447068 -0.37 0.13 -1.68 -0.019
H 5.682820 3.885672 1.351036 -3.45 1.30 1.54 0.067
O 2.379010 -1.277332 6.135162 3.95 6.83 -0.59 0.109
C 1.936547 -2.429347 5.972450 -1.22 -6.51 -0.21 -1.076
O 0.859205 -2.559513 6.555241 -4.91 -0.31 1.55 -0.061
O 2.509190 -3.344926 5.445716 2.55 -1.56 -2.77 0.009
H 1.570639 -1.112861 6.626167 -0.70 2.06 1.34 0.067
```
Positions in Å, forces in eV/Å.

LUMO energy (Eh): -0.30759
Total charge: +5
Orbital gap (eV): 5.30